C25H21F6GaI2N4O6S2 | ωB97M-V/def2-TZVPD

The calculation puts the HOMO energy at -8.49 eV. Its strongest force on any atom is 0.368 eV/A. The calculation puts the LUMO energy at -1.007 eV. Its frontier orbital gap is 7.484 eV. The energy above the lowest of the compared OMol25 structures with the same formula, charge and spin comes out at 0.0 kcal/mol. As for the energy: -151064.6217 eV.

Each line ends with the Mulliken charge.
Geometry (Å):
Ga1 -0.20985 -0.01053 0.02541  -0.76
C1 -1.19840 -3.54101 -1.75896  -1.30
C2 -1.30951 -3.70962 -0.27178  1.33
C3 -2.13096 -4.67008 0.29372  -1.01
C4 -2.09882 -4.92719 1.66061  -1.05
C5 -1.19657 -4.26677 2.46881  -0.56
C6 -0.34585 -3.28849 1.93961  0.90
C7 0.76440 -2.71252 2.77862  -1.28
C8 -0.47736 -2.96586 0.57969  -1.01
N1 0.30369 -1.90636 0.04106  0.92
C9 1.50846 -2.26948 -0.48235  0.53
O1 1.96127 -3.39504 -0.56404  -0.70
C10 2.30854 -1.07050 -0.92505  0.17
C11 3.61324 -1.04695 -1.37218  -0.78
C12 4.21772 0.20049 -1.52416  -0.28
C13 3.54952 1.36848 -1.16882  -0.79
C14 2.24441 1.24654 -0.73037  0.26
N2 1.66817 0.06178 -0.69452  0.60
C15 1.38922 2.31925 -0.10009  0.30
O2 1.81674 3.45078 -0.00117  -0.66
N3 0.18662 1.84767 0.35434  1.58
C16 -0.65839 2.82326 0.99142  -0.83
C17 -0.82313 2.76632 2.37234  1.26
C18 -0.00620 1.82338 3.21348  -1.15
C19 -1.71481 3.64982 2.96890  -1.06
C20 -2.38869 4.58985 2.21160  -0.84
C21 -2.14941 4.68051 0.85029  -0.98
C22 -1.27770 3.80479 0.21678  1.74
C23 -0.99427 3.95091 -1.25011  -1.79
H1 -1.96514 -4.11942 -2.27002  0.45
H2 -0.22057 -3.90971 -2.07891  0.28
H3 -1.28707 -2.50140 -2.06628  0.20
H4 -2.79689 -5.23575 -0.34641  0.45
H5 -2.75972 -5.67196 2.08492  0.43
H6 -1.12544 -4.50943 3.52230  0.46
H7 0.53526 -2.80652 3.83955  0.46
H8 0.95865 -1.66202 2.56501  0.06
H9 1.68807 -3.26112 2.57820  0.33
H10 4.13627 -1.97346 -1.55976  0.54
H11 5.24000 0.25676 -1.87461  0.46
H12 4.01653 2.34228 -1.19452  0.55
H13 -0.17156 0.77135 2.96862  -0.06
H14 -0.25185 1.94716 4.26759  0.45
H15 1.06091 2.01891 3.08507  0.30
H16 -1.88292 3.59018 4.03722  0.35
H17 -3.09782 5.25611 2.68490  0.43
H18 -2.65801 5.43331 0.25946  0.41
H19 -1.80422 4.47827 -1.74986  0.47
H20 -0.86334 2.98551 -1.74299  0.16
H21 -0.07229 4.51697 -1.39649  0.40
F1 -2.27610 1.23021 -3.47201  -0.21
C24 -3.28739 1.35578 -2.61673  0.67
F2 -4.39820 0.92637 -3.20511  -0.23
F3 -3.44394 2.63754 -2.31614  -0.15
S1 -2.98934 0.37916 -1.03102  0.98
O3 -2.91444 1.35527 0.02280  -0.36
O4 -1.58631 -0.16944 -1.31021  -0.54
N4 -4.10403 -0.61345 -0.79926  -0.62
S2 -4.46021 0.96802 2.53706  0.66
O5 -2.96674 0.49584 2.96299  -0.47
O6 -4.54734 2.35168 2.95675  -0.57
C25 -5.30603 0.06094 3.95510  0.59
F4 -4.87100 -1.20584 4.03663  -0.23
F5 -6.61621 0.03461 3.69297  -0.22
F6 -5.10683 0.65940 5.11814  -0.21
I1 -2.14947 -1.16377 2.19657  0.47
I2 -4.45005 -2.14288 -2.08406  0.08


C28H32N2O3SeSn | ωB97M-V/def2-TZVPD

The calculation puts the HOMO energy (alpha / beta) at -13.12 / -13.12 eV. Its strongest force on any atom is 2.704 eV/A. The calculation puts the LUMO energy (alpha / beta) at -9.507 / -9.512 eV. Its frontier orbital gap (alpha / beta) is 3.615 / 3.610 eV. Its charge is +2. The energy above the lowest of the compared OMol25 structures with the same formula, charge and spin comes out at 10.0 kcal/mol. As for the energy: -109841.2628 eV.

Each line ends with the Mulliken charge.
Geometry (Å):
Sn1 -1.15765 0.41980 -0.59389  1.30
C1 0.28625 0.38750 3.83811  -1.77
C2 0.41825 0.35220 2.34741  0.89
O1 -0.63145 0.23020 1.68181  -0.21
C3 1.72535 0.46430 1.75101  0.44
C4 2.86995 0.17140 2.51101  -0.71
C5 4.13625 0.25710 1.97671  -0.84
C6 4.30475 0.66210 0.65081  -0.57
C7 3.20845 0.95050 -0.12279  -0.32
C8 1.89475 0.87410 0.38981  0.29
O2 0.91975 1.25630 -0.38289  -0.64
H1 -0.76445 0.48390 4.10611  0.38
H2 0.85025 1.21300 4.26621  0.44
H3 0.66165 -0.53630 4.27631  0.41
H4 2.75755 -0.18260 3.52331  0.41
H5 4.99635 0.00390 2.57701  0.43
H6 5.29565 0.74090 0.23331  0.47
H7 3.30255 1.25950 -1.15299  0.54
C9 -3.85225 -0.63630 1.61381  -1.01
C10 -4.02655 -2.14950 1.45461  0.21
C11 -4.88675 -2.44730 0.21551  -1.58
C12 -2.74995 -2.93210 1.37951  0.70
C13 -2.48395 -3.89920 2.32371  -0.95
C14 -1.37815 -4.74200 2.21441  -0.74
C15 -0.54075 -4.67590 1.10111  -0.95
C16 -0.72755 -3.73620 0.11911  0.50
C17 0.15165 -3.74610 -1.09799  0.34
C18 -0.68015 -3.99000 -2.36509  -1.63
C19 0.98505 -2.46770 -1.24589  -1.14
C20 -1.82025 -2.77300 0.26051  1.13
O3 -1.98135 -1.85600 -0.58279  -0.85
H8 -4.78925 -0.21380 1.96351  0.54
H9 -3.60465 -0.15420 0.66231  -0.09
H10 -3.07485 -0.40480 2.33751  0.20
H11 -4.57345 -2.50640 2.33421  0.64
H12 -4.39255 -2.09850 -0.68739  0.32
H13 -5.83685 -1.93200 0.31711  0.45
H14 -5.08215 -3.51210 0.12481  0.39
H15 -3.14555 -4.02030 3.16611  0.51
H16 -1.18735 -5.48160 2.97731  0.47
H17 0.27285 -5.38170 1.01261  0.50
H18 0.84235 -4.58770 -0.98869  0.70
H19 -1.38965 -3.18030 -2.52019  0.31
H20 -1.22715 -4.92620 -2.29669  0.41
H21 -0.01535 -4.04720 -3.22239  0.45
H22 0.43625 -1.70910 -1.81489  -0.04
H23 1.90195 -2.68950 -1.78459  0.51
H24 1.25375 -2.05640 -0.27119  0.28
C21 0.21515 4.72890 0.33871  -0.94
N1 0.24645 4.22980 -1.00699  0.40
C22 -0.74935 3.61040 -1.65439  -0.42
Se1 -2.35385 3.00060 -0.93459  -0.18
N2 -0.37005 3.36610 -2.92489  0.10
C23 0.92435 3.79300 -3.09919  0.61
C24 1.79295 3.73240 -4.18089  -1.03
C25 3.06905 4.21610 -3.97719  -0.47
C26 3.47475 4.74180 -2.74289  -0.76
C27 2.61685 4.80920 -1.66509  -0.54
C28 1.32345 4.33300 -1.85879  0.61
H25 -0.73115 4.46910 0.80881  0.29
H26 0.32305 5.81470 0.33761  0.36
H27 1.03515 4.29530 0.90851  0.34
H28 -0.97565 2.99470 -3.64469  0.31
H29 1.48695 3.32680 -5.13359  0.44
H30 3.77775 4.17980 -4.78939  0.44
H31 4.48465 5.10390 -2.64239  0.45
H32 2.93805 5.20000 -0.71479  0.48